# 1
ORCA calculation (ωB97M-V/def2-TZVPD) on C58H47AsAuCl2OP2 as an isolated structure in a non-equilibrium geometry.

Multiplicity ... 1
Largest force on an atom ... 1.5 eV Å⁻¹
E ... -171087.195 eV
Charge ... +3

Structure (XYZ):
```
112
Properties=species:S:1:pos:R:3:mulliken_charge:R:1
Au -1.12 -0.05 -0.85 1.758
Cl 0.23 1.53 2.91 0.006
C 1.80 1.09 2.26 -0.711
Cl 1.81 1.21 0.47 0.094
H 2.04 0.07 2.53 0.374
H 2.54 1.80 2.62 0.508
C -1.18 -4.60 -5.10 -1.638
C -2.30 -3.65 -4.63 1.588
C -3.59 -3.95 -5.42 -1.898
C -1.85 -2.22 -4.87 0.881
C -1.78 -1.70 -6.17 -0.146
C -1.23 -0.46 -6.45 -1.663
C -0.70 0.30 -5.43 -0.653
C -0.77 -0.18 -4.11 0.424
P 0.19 0.55 -2.83 1.491
C 0.64 2.21 -3.22 0.440
C -0.28 3.10 -3.80 -0.210
C 0.11 4.39 -4.11 -1.097
C 1.41 4.80 -3.86 -0.724
C 2.33 3.94 -3.28 -1.020
C 1.95 2.65 -2.94 -0.866
C 1.60 -0.51 -2.54 1.010
C 1.60 -1.45 -1.50 0.647
C 2.66 -2.32 -1.36 -0.924
C 3.72 -2.26 -2.26 -0.839
C 3.72 -1.34 -3.30 -0.903
C 2.66 -0.46 -3.45 -0.474
C -1.38 -1.41 -3.86 -0.899
O -1.43 -1.79 -2.52 0.725
C -2.14 -2.97 -2.17 -0.976
C -2.41 -3.14 -0.83 0.005
C -3.07 -4.29 -0.41 -0.384
C -3.43 -5.25 -1.34 -1.659
C -3.18 -5.01 -2.69 -0.248
C -2.54 -3.86 -3.14 0.890
P -2.14 -1.85 0.39 0.388
C -3.81 -1.54 0.99 0.871
C -4.75 -1.09 0.06 -0.467
C -6.08 -0.97 0.42 -0.766
C -6.48 -1.28 1.72 -0.687
C -5.55 -1.73 2.64 -0.796
C -4.21 -1.87 2.27 -0.258
C -1.06 -2.43 1.68 0.650
C -0.36 -3.63 1.54 -0.846
C 0.48 -4.06 2.56 -0.815
C 0.62 -3.29 3.71 -0.732
C -0.06 -2.09 3.84 -0.873
C -0.90 -1.65 2.83 -0.777
H -0.98 -4.46 -6.16 0.432
H -1.48 -5.64 -4.94 0.437
H -0.26 -4.42 -4.55 0.339
H -3.42 -3.84 -6.49 0.457
H -4.40 -3.28 -5.13 0.412
H -3.91 -4.97 -5.27 0.458
H -2.15 -2.30 -6.99 0.428
H -1.17 -0.11 -7.47 0.491
H -0.20 1.23 -5.65 0.627
H -1.30 2.78 -4.02 0.590
H -0.60 5.07 -4.56 0.533
H 1.71 5.81 -4.12 0.491
H 3.35 4.26 -3.10 0.529
H 2.67 1.98 -2.50 0.420
H 0.78 -1.51 -0.79 -0.485
H 2.66 -3.05 -0.56 0.588
H 4.56 -2.95 -2.15 0.474
H 4.55 -1.31 -3.99 0.498
H 2.67 0.24 -4.27 0.498
H -3.31 -4.43 0.63 0.617
H -3.93 -6.15 -1.03 0.483
H -3.49 -5.76 -3.41 0.445
H -4.47 -0.86 -0.96 0.207
H -6.81 -0.63 -0.30 0.501
H -7.52 -1.19 2.00 0.462
H -5.86 -1.99 3.65 0.523
H -3.50 -2.24 3.00 0.503
H -0.46 -4.23 0.64 0.501
H 1.01 -4.99 2.46 0.515
H 1.27 -3.64 4.50 0.457
H 0.05 -1.49 4.74 0.525
H -1.43 -0.71 2.94 0.792
C -4.68 3.27 -3.71 -0.766
C -4.29 1.95 -3.55 -1.369
C -3.42 1.60 -2.53 0.111
C -2.95 2.59 -1.67 0.834
C -3.34 3.92 -1.81 -0.724
C -4.21 4.25 -2.84 -0.929
As -1.80 2.20 -0.17 2.126
C -2.70 2.41 1.51 0.534
C -3.68 1.64 2.12 0.072
C -4.21 2.11 3.31 -0.872
C -3.75 3.30 3.86 -1.113
C -2.75 4.04 3.24 -0.927
C -2.19 3.58 2.06 -0.214
C -1.08 4.26 1.32 0.836
C -0.47 5.44 1.70 -0.870
C 0.58 5.94 0.94 -1.167
C 1.03 5.28 -0.20 -1.131
C 0.41 4.11 -0.60 0.302
C -0.64 3.63 0.17 0.138
H -5.37 3.54 -4.50 0.471
H -4.66 1.18 -4.23 0.608
H -3.12 0.57 -2.43 0.265
H -2.98 4.69 -1.14 0.542
H -4.53 5.28 -2.97 0.497
H -4.04 0.73 1.69 0.342
H -4.98 1.55 3.81 0.550
H -4.17 3.66 4.79 0.442
H -2.41 4.96 3.69 0.495
H -0.80 5.98 2.58 0.511
H 1.06 6.86 1.25 0.440
H 1.85 5.68 -0.77 0.510
H 0.74 3.58 -1.48 -0.094
```

# 2
ORCA calculation (ωB97M-V/def2-TZVPD) on C58H48N5O2PSTi as an isolated structure in a non-equilibrium geometry.

Multiplicity ... 1
Largest force on an atom ... 1.9 eV Å⁻¹
E ... -115711.165 eV
Charge ... 0

Structure (XYZ):
```
116
Properties=species:S:1:pos:R:3:mulliken_charge:R:1
Ti 0.12 0.24 0.19 -0.524
N -0.09 -1.88 4.58 -0.265
C 0.24 -1.51 3.31 0.226
S 1.79 -0.82 3.07 -0.629
N -0.58 -1.82 2.35 -2.071
N -0.18 -1.61 1.08 1.985
C -0.96 -2.25 0.18 -1.541
C -0.54 -2.25 -1.16 0.841
C -1.03 -3.16 -2.13 -1.383
C -0.39 -3.27 -3.33 -0.610
C 0.70 -2.44 -3.60 -1.451
C 1.08 -1.53 -2.63 0.158
N 0.50 -1.41 -1.44 1.382
H 0.38 -1.40 5.33 0.310
H -1.06 -2.13 4.73 0.347
H -1.72 -2.93 0.53 0.754
H -1.86 -3.80 -1.87 0.445
H -0.72 -3.99 -4.07 0.231
H 1.23 -2.49 -4.53 0.382
H 1.93 -0.88 -2.80 0.315
O -0.64 0.80 1.65 -0.254
C -0.97 1.92 2.37 0.860
C 0.28 2.84 2.35 -1.336
C 0.47 3.40 0.97 -0.202
C 0.56 4.78 0.78 -0.563
C 0.67 5.28 -0.50 -1.316
C 0.69 4.38 -1.56 -0.265
C 0.66 3.02 -1.29 0.242
C 0.68 2.02 -2.40 -1.305
C -0.74 1.37 -2.40 0.685
O -0.95 0.75 -1.19 -0.362
C -1.72 2.53 -2.69 0.167
C -1.77 3.11 -3.95 -0.491
C -2.65 4.14 -4.21 -1.103
C -3.48 4.62 -3.21 -0.952
C -3.42 4.05 -1.95 -0.487
C -2.54 3.01 -1.69 1.612
C -0.99 0.40 -3.56 0.055
C -0.24 0.34 -4.73 0.599
C -0.66 -0.48 -5.76 -1.180
C -1.81 -1.24 -5.65 -0.642
C -2.55 -1.18 -4.48 -0.899
C -2.15 -0.35 -3.46 -0.179
N 0.54 2.54 -0.05 1.169
C -1.43 1.61 3.80 0.660
C -2.01 0.37 4.07 -0.433
C -2.51 0.08 5.33 -0.902
C -2.48 1.03 6.33 -0.770
C -1.96 2.28 6.06 -1.031
C -1.44 2.57 4.81 -0.456
C -2.25 2.56 1.82 0.318
C -2.52 3.92 1.86 0.083
C -3.77 4.40 1.48 -0.931
C -4.77 3.52 1.09 -0.848
C -4.51 2.16 1.06 -0.645
C -3.26 1.69 1.41 0.308
H 1.13 2.19 2.60 0.122
H 0.23 3.65 3.08 0.772
H 0.55 5.44 1.63 0.585
H 0.72 6.34 -0.69 0.431
H 0.76 4.73 -2.58 0.495
H 1.41 1.23 -2.20 -0.306
H 0.90 2.51 -3.34 0.919
H -1.13 2.74 -4.74 0.501
H -2.68 4.58 -5.20 0.430
H -4.16 5.43 -3.42 0.429
H -4.07 4.41 -1.17 0.174
H -2.49 2.56 -0.71 -0.445
H 0.66 0.91 -4.84 0.408
H -0.07 -0.53 -6.67 0.467
H -2.12 -1.89 -6.46 0.439
H -3.45 -1.77 -4.37 0.426
H -2.72 -0.28 -2.54 0.431
H -2.05 -0.36 3.28 0.524
H -2.93 -0.90 5.52 0.512
H -2.87 0.80 7.31 0.411
H -1.96 3.05 6.82 0.427
H -1.07 3.57 4.64 0.313
H -1.77 4.63 2.18 0.474
H -3.96 5.46 1.49 0.434
H -5.74 3.89 0.81 0.377
H -5.28 1.46 0.76 0.455
H -3.04 0.63 1.39 0.073
C 0.52 -6.26 -0.99 -0.819
C 0.04 -5.82 0.23 -0.849
C 0.52 -4.64 0.76 -0.409
C 1.47 -3.88 0.07 0.311
C 1.94 -4.32 -1.16 -0.178
C 1.46 -5.51 -1.68 -0.796
P 1.94 -2.39 1.06 1.249
C 3.42 -3.18 1.84 1.595
C 4.42 -2.33 2.30 -0.242
C 5.59 -2.83 2.84 -0.923
C 5.76 -4.20 2.96 -0.609
C 4.75 -5.05 2.56 -0.840
C 3.58 -4.55 2.00 -0.638
C 2.78 -1.10 0.09 0.418
C 4.02 -1.39 -0.47 -0.016
C 4.81 -0.37 -0.97 -1.496
C 4.39 0.93 -0.80 -0.960
C 3.13 1.20 -0.28 -0.093
C 2.24 0.20 0.13 1.253
H 0.14 -7.18 -1.41 0.385
H -0.68 -6.41 0.78 0.496
H 0.18 -4.29 1.73 0.354
H 2.68 -3.75 -1.69 0.362
H 1.83 -5.86 -2.63 0.429
H 4.29 -1.26 2.22 0.265
H 6.36 -2.15 3.16 0.427
H 6.68 -4.60 3.37 0.397
H 4.86 -6.12 2.67 0.430
H 2.81 -5.24 1.68 0.327
H 4.36 -2.41 -0.51 0.543
H 5.76 -0.60 -1.43 0.447
H 5.04 1.75 -1.08 0.450
H 2.87 2.25 -0.17 0.343
```

# 3
ORCA calculation (ωB97M-V/def2-TZVPD) on C58H50FGeN3P2RbS as an isolated structure.

Multiplicity ... 2
Largest force on an atom ... 0.7 eV Å⁻¹
E ... -154728.903 eV
Charge ... 0

Structure (XYZ):
```
117
Properties=species:S:1:pos:R:3:mulliken_charge:R:1
Rb -0.26 0.24 -1.14 1.284
N 2.68 -2.06 -0.27 0.219
P 2.90 -0.35 -0.16 0.175
C 4.72 -0.29 -0.33 0.164
C 5.40 -1.21 -1.13 -0.313
C 6.77 -1.11 -1.30 -0.554
C 7.48 -0.09 -0.68 -0.528
C 6.80 0.84 0.10 -0.657
C 5.43 0.74 0.27 -0.688
C 2.73 -0.02 1.64 0.902
C 1.74 0.87 2.07 -0.083
C 1.55 1.10 3.43 -0.929
C 2.32 0.42 4.37 -0.562
C 3.29 -0.48 3.94 -0.881
C 3.50 -0.69 2.59 -0.170
P 1.07 -2.64 -0.26 0.051
C 0.86 -3.06 1.52 0.981
C 1.50 -4.14 2.12 -0.263
C 1.45 -4.33 3.49 -0.805
C 0.75 -3.43 4.29 -0.733
C 0.11 -2.35 3.71 -1.055
C 0.16 -2.17 2.33 -0.417
C 1.29 -4.32 -0.96 0.114
C 2.32 -4.60 -1.86 -0.504
C 2.43 -5.85 -2.44 -0.570
C 1.51 -6.85 -2.14 -0.495
C 0.47 -6.57 -1.26 -0.736
C 0.36 -5.32 -0.68 -0.448
H 3.33 -2.61 0.29 0.452
H 4.85 -2.00 -1.63 0.391
H 7.29 -1.84 -1.91 0.420
H 8.55 -0.01 -0.81 0.382
H 7.34 1.65 0.57 0.412
H 4.91 1.48 0.87 0.438
H 1.13 1.40 1.35 -0.332
H 0.79 1.81 3.75 0.514
H 2.16 0.60 5.42 0.409
H 3.89 -1.01 4.67 0.425
H 4.27 -1.38 2.27 0.427
H 2.05 -4.85 1.51 0.467
H 1.95 -5.18 3.94 0.437
H 0.71 -3.57 5.36 0.408
H -0.42 -1.63 4.33 0.501
H -0.31 -1.31 1.88 0.558
H 3.04 -3.82 -2.10 0.375
H 3.24 -6.06 -3.13 0.419
H 1.60 -7.83 -2.59 0.382
H -0.26 -7.34 -1.02 0.436
H -0.45 -5.12 0.02 0.566
F -5.96 -2.18 -2.31 -0.333
C -5.30 -1.08 -1.92 0.305
C -4.35 -0.54 -2.77 -0.621
C -3.67 0.59 -2.36 -0.563
C -3.90 1.20 -1.10 1.120
C -3.23 2.36 -0.70 -1.522
C -4.89 0.59 -0.28 -0.870
C -5.58 -0.53 -0.68 -0.154
H -4.18 -0.99 -3.73 0.506
H -2.96 1.06 -3.05 0.559
H -3.46 2.84 0.24 0.236
H -2.59 2.92 -1.38 0.436
H -5.10 1.04 0.69 0.380
H -6.35 -0.98 -0.06 0.521
S -5.09 -5.40 1.08 -0.137
C -4.00 -4.07 0.58 0.182
C -3.81 -2.98 1.41 -0.769
C -2.97 -1.96 0.99 -0.474
N -2.32 -1.98 -0.18 0.981
C -2.51 -3.04 -0.97 -0.761
C -3.34 -4.10 -0.64 -0.721
C -6.47 -5.00 0.01 0.247
C -6.60 -5.60 -1.23 -0.072
C -7.69 -5.24 -2.02 -0.449
N -8.62 -4.36 -1.63 -0.591
C -8.48 -3.81 -0.42 -0.425
C -7.43 -4.10 0.44 -0.158
H -4.31 -2.92 2.37 0.548
H -2.81 -1.09 1.61 0.406
H -1.96 -3.05 -1.91 0.320
H -3.46 -4.94 -1.32 0.483
H -5.88 -6.32 -1.59 0.423
H -7.83 -5.68 -3.00 0.361
H -9.26 -3.10 -0.13 0.388
H -7.36 -3.63 1.41 0.432
C 0.36 3.49 -2.80 -1.285
Ge 0.45 3.32 -0.78 0.282
C 2.42 3.62 -0.48 0.262
C 2.87 4.06 0.77 -0.546
C 4.22 4.34 1.00 -0.694
C 5.15 4.18 -0.03 -0.622
C 4.73 3.72 -1.26 -0.607
C 3.38 3.44 -1.48 -0.144
C -0.25 5.09 -0.10 -0.550
C -1.24 5.02 0.85 -0.398
C -1.88 6.17 1.38 -0.862
C -1.53 7.40 0.93 -0.854
C -0.51 7.55 -0.04 1.021
C -0.13 8.84 -0.50 -0.825
C 0.89 8.99 -1.40 -0.447
C 1.59 7.85 -1.87 -1.184
C 1.23 6.60 -1.45 -0.135
C 0.16 6.40 -0.54 0.894
H 0.88 4.36 -3.21 0.355
H -0.69 3.57 -3.10 0.400
H 0.78 2.60 -3.27 0.371
H 2.15 4.22 1.57 0.359
H 4.54 4.70 1.97 0.376
H 6.19 4.42 0.15 0.421
H 5.45 3.58 -2.06 0.400
H 3.07 3.10 -2.47 0.234
H -1.55 4.04 1.20 0.437
H -2.65 6.05 2.13 0.386
H -2.02 8.29 1.31 0.333
H -0.65 9.71 -0.12 0.354
H 1.17 9.97 -1.75 0.376
H 2.41 7.97 -2.56 0.421
H 1.79 5.74 -1.78 0.273
```

# 4
ORCA calculation (ωB97M-V/def2-TZVPD) on a 10-piece molecular cluster, C58H53N9O21 overall in a non-equilibrium geometry.

Multiplicity ... 1
Structure (SMILES) ... O=[N+]([O-])c1ccccc1.O=[N+]([O-])c1ccccc1.O=[N+]([O-])c1ccccc1.O=[N+]([O-])c1ccccc1.O=[N+]([O-])c1ccccc1.O=[N+]([O-])c1ccccc1.O=[N+]([O-])c1ccccc1.O=[N+]([O-])c1ccccc1.O=[N+]([O-])c1ccccc1.CCOC(=O)OC
Largest force on an atom ... 3.1 eV Å⁻¹
E ... -117389.337 eV
Charge ... 0

Structure (XYZ):
```
141
Properties=species:S:1:pos:R:3:mulliken_charge:R:1
C -1.46 2.31 6.66 -0.300
C -2.35 2.28 5.61 -0.648
C -2.63 1.09 4.93 -0.147
C -1.97 -0.08 5.34 -0.457
C -1.06 -0.07 6.34 -0.127
C -0.82 1.10 7.07 -0.572
N -2.18 -1.32 4.60 1.005
O -1.54 -2.37 4.91 -0.603
O -2.98 -1.29 3.65 -0.564
H -1.19 3.25 7.14 0.429
H -2.84 3.19 5.25 0.504
H -3.37 0.97 4.15 0.598
H -0.60 -0.97 6.69 0.502
H -0.04 1.13 7.84 0.363
C 1.05 -3.31 -5.04 -0.146
C -0.09 -2.76 -4.49 0.610
C -1.36 -3.23 -4.80 -0.350
C -1.47 -4.28 -5.70 -0.106
C -0.35 -4.76 -6.38 -0.624
C 0.90 -4.29 -6.01 -0.940
N -2.79 -4.85 -6.00 1.012
O -2.84 -5.93 -6.60 -0.590
O -3.81 -4.22 -5.64 -0.600
H 2.02 -2.90 -4.77 0.241
H 0.07 -1.96 -3.77 -0.035
H -2.26 -2.81 -4.37 0.541
H -0.42 -5.59 -7.08 0.442
H 1.79 -4.67 -6.48 0.475
C 6.12 -2.42 0.75 -0.548
C 4.91 -1.75 0.79 -0.874
C 4.17 -1.61 -0.37 0.482
C 4.69 -2.15 -1.54 -0.367
C 5.83 -2.92 -1.57 -0.256
C 6.58 -3.04 -0.41 -0.723
N 3.95 -1.98 -2.81 1.053
O 2.76 -1.59 -2.74 -0.337
O 4.45 -2.34 -3.90 -0.625
H 6.68 -2.57 1.65 0.418
H 4.60 -1.29 1.71 0.500
H 3.22 -1.11 -0.36 0.414
H 6.05 -3.47 -2.47 0.517
H 7.53 -3.58 -0.44 0.395
C -1.11 -5.97 -0.95 -0.431
C -0.74 -5.94 -2.25 -0.337
C 0.63 -5.82 -2.61 -0.410
C 1.55 -5.66 -1.60 -0.137
C 1.16 -5.63 -0.28 -0.162
C -0.19 -5.77 0.03 -0.688
N 2.98 -5.47 -1.88 1.061
O 3.72 -5.21 -0.94 -0.617
O 3.33 -5.64 -3.04 -0.598
H -2.16 -6.11 -0.71 0.436
H -1.54 -5.99 -2.99 0.355
H 0.99 -5.91 -3.63 0.677
H 1.91 -5.39 0.47 0.409
H -0.51 -5.90 1.05 0.419
C 2.27 -2.32 4.74 -0.639
C 2.42 -1.52 5.87 -0.707
C 2.28 -0.14 5.77 -0.329
C 1.97 0.41 4.54 -0.436
C 1.80 -0.40 3.44 0.757
C 1.98 -1.79 3.53 -0.849
N 1.84 1.86 4.36 0.958
O 1.25 2.34 3.38 -0.191
O 2.23 2.56 5.28 -0.646
H 2.50 -3.38 4.80 0.435
H 2.71 -1.98 6.80 0.433
H 2.50 0.49 6.62 0.587
H 1.67 0.09 2.48 -0.040
H 1.94 -2.38 2.62 0.629
C -0.52 0.99 -4.12 -0.142
C -1.44 1.08 -5.17 -1.098
C -1.00 0.82 -6.44 -0.461
C 0.25 0.30 -6.63 0.131
C 1.13 0.16 -5.59 -0.311
C 0.78 0.59 -4.33 -0.187
N 0.70 -0.09 -8.00 1.010
O 1.70 -0.76 -8.07 -0.596
O 0.13 0.42 -8.95 -0.612
H -0.85 1.19 -3.09 0.435
H -2.42 1.53 -5.00 0.452
H -1.68 0.83 -7.28 0.449
H 2.13 -0.21 -5.77 0.425
H 1.51 0.41 -3.53 0.496
C -0.35 6.84 1.08 -0.670
C 0.65 6.08 1.66 -0.069
C 0.51 5.56 2.97 -0.234
C -0.66 5.88 3.67 -0.026
C -1.69 6.52 3.05 -0.485
C -1.54 6.99 1.75 -0.474
N -0.82 5.50 5.07 1.037
O 0.07 4.80 5.55 -0.549
O -1.80 5.91 5.71 -0.614
H -0.22 7.19 0.05 0.376
H 1.59 5.87 1.15 0.327
H 1.29 4.97 3.46 0.450
H -2.59 6.63 3.64 0.511
H -2.36 7.48 1.28 0.416
C 2.13 4.03 -2.04 -0.840
C 1.82 2.91 -1.31 -0.541
C 2.54 2.61 -0.15 0.450
C 3.61 3.35 0.26 -0.663
C 3.96 4.50 -0.48 -0.439
C 3.21 4.81 -1.65 -0.545
N 4.27 2.95 1.48 1.084
O 3.95 1.86 2.01 -0.524
O 5.07 3.75 2.00 -0.611
H 1.54 4.26 -2.93 0.519
H 1.02 2.28 -1.64 0.604
H 2.25 1.77 0.46 0.557
H 4.76 5.15 -0.11 0.478
H 3.65 5.66 -2.14 0.382
C -8.09 -0.60 -0.60 -0.381
C -8.37 0.68 -1.07 -0.443
C -7.72 1.75 -0.51 -0.441
C -6.85 1.51 0.53 0.112
C -6.51 0.25 0.97 -0.199
C -7.11 -0.84 0.36 -0.727
N -6.07 2.67 1.15 0.980
O -5.39 2.44 2.12 -0.573
O -6.04 3.74 0.57 -0.587
H -8.63 -1.41 -1.06 0.367
H -9.08 0.83 -1.87 0.384
H -7.93 2.78 -0.77 0.428
H -5.79 0.12 1.76 0.632
H -6.94 -1.83 0.75 0.419
C -1.80 2.97 1.86 -0.271
C -1.07 2.09 0.85 0.554
O -1.23 0.69 1.04 -0.128
C -0.51 -0.06 0.28 0.518
O 0.26 0.32 -0.55 -0.081
O -0.78 -1.32 0.59 -0.523
C -0.02 -2.19 -0.27 0.413
H -2.84 2.66 1.96 0.125
H -1.77 4.02 1.53 0.262
H -1.36 2.96 2.86 -0.377
H 0.00 2.28 0.87 -0.478
H -1.41 2.25 -0.17 0.297
H 1.03 -2.22 0.03 -0.013
H -0.20 -1.91 -1.30 0.181
H -0.35 -3.20 -0.05 -0.250
```